No. 1
The following is a quantum chemistry calculation of a cluster of 2 separate species, C5H11O2 in total, from the OMol25 dataset.

Positions of all 18 atoms, in Å:
C  -0.290  0.134  1.537
C  -0.140  -1.303  2.015
C  -1.520  0.904  2.129
O  -2.056  1.703  1.331
O  -1.811  0.649  3.318
H  0.546  0.728  1.922
H  -0.389  0.234  0.465
H  0.485  -1.960  1.408
H  -1.128  -1.750  2.162
H  0.306  -1.315  3.015
C  0.191  -0.109  -2.056
C  1.352  0.588  -2.762
H  0.074  0.259  -1.031
H  -0.750  0.124  -2.556
H  0.243  -1.195  -1.967
H  1.181  0.576  -3.845
H  1.396  1.641  -2.484
H  2.309  0.092  -2.601

Relative energy (zero: lowest compared OMol25 entry of this formula, charge and spin) (kcal per mole): 10.9
E_tot (a.u.): -347.632280
Total charge: -1
Orbital gap (eV): 7.3

Atom charges from the Löwdin analysis, given in e for atoms 1 to 5:
1 C -0.201
2 C -0.134
3 C -0.767
4 O -0.101
5 O -0.093

=====

No. 2
The following is a quantum chemistry calculation of a structure of composition CH5BrN2 at a distorted geometry, from the OMol25 dataset.

Positions of all 9 atoms, in Å:
C  0.094  -0.898  0.266
N  0.123  1.386  0.020
N  0.601  0.375  0.642
Br  2.981  0.033  -0.036
H  -0.605  -0.681  -0.722
H  0.900  -1.765  0.210
H  -0.510  -1.183  1.119
H  0.200  2.331  0.377
H  -0.212  1.319  -1.044

Relative energy (zero: lowest compared OMol25 entry of this formula, charge and spin) (kcal per mole): 26.4
E_tot (a.u.): -2724.514527
Total charge: 0
Orbital gap (alpha / beta) (eV): 7.6 / 7.7

Atom charges from the Löwdin analysis, given in e for atoms 1 to 5:
1 C -0.210
2 N 0.000
3 N -0.295
4 Br -0.077
5 H 0.126

=====

No. 3
The following is a quantum chemistry calculation of a structure of composition C9H28B3Br2O15P3 at a distorted geometry, from the OMol25 dataset.

Positions of all 60 atoms, in Å:
Br  -1.013  1.999  1.120
B  -2.973  2.043  0.733
O  -3.580  0.807  0.363
B  -4.925  0.698  0.840
O  -5.382  1.787  1.675
B  -5.057  2.948  0.894
Br  -6.560  3.884  0.023
O  -3.682  3.294  0.775
H  -5.657  -0.188  0.580
C  0.098  1.289  8.171
O  0.002  1.228  6.756
P  -1.560  1.040  6.078
O  -2.264  2.001  7.027
O  -1.655  -0.509  6.604
C  -0.692  -1.432  6.090
O  -2.956  0.793  5.108
C  -3.142  1.762  4.072
H  1.129  1.053  8.443
H  -0.132  2.296  8.518
H  -0.563  0.565  8.649
H  0.022  -1.676  6.879
H  -0.153  -1.027  5.231
H  -1.204  -2.343  5.783
H  -2.295  1.736  3.384
H  -3.241  2.763  4.498
H  -4.047  1.517  3.534
C  3.582  -3.797  0.107
O  3.968  -2.474  -0.233
P  3.173  -1.188  0.573
O  3.161  -1.842  1.948
O  1.779  -1.474  -0.238
C  1.809  -1.328  -1.662
O  2.529  0.298  1.147
C  3.510  1.213  1.642
H  3.899  -4.453  -0.707
H  4.085  -4.110  1.022
H  2.501  -3.881  0.222
H  1.760  -2.317  -2.121
H  2.713  -0.818  -2.001
H  0.942  -0.750  -1.977
H  4.208  1.483  0.848
H  4.057  0.771  2.478
H  3.001  2.113  1.987
C  1.184  -2.825  -6.844
O  1.605  -1.509  -7.176
P  0.845  -0.208  -6.361
O  0.819  -0.871  -4.990
O  -0.547  -0.466  -7.186
C  -0.503  -0.311  -8.605
O  0.205  1.278  -5.783
C  1.180  2.189  -5.267
H  1.483  -3.482  -7.663
H  1.678  -3.157  -5.932
H  0.100  -2.881  -6.729
H  -0.564  -1.295  -9.073
H  0.411  0.187  -8.935
H  -1.359  0.284  -8.922
H  1.889  2.465  -6.048
H  1.713  1.741  -4.425
H  0.665  3.086  -4.924

E_tot (a.u.): -7735.073656
Total charge: 0
Orbital gap (eV): 6.8

Atom charges from the Löwdin analysis, given in e for atoms 1 to 5:
1 Br 0.779
2 B -0.875
3 O 0.155
4 B -0.251
5 O 0.102